# 1
The following is a DFT calculation (the ωB97M-V functional and the def2-TZVPD basis) of C21H19I2IrN7OP as an isolated structure.

Element x y z (Å)
1 Ir -0.021 -0.473 -1.047
2 C -4.317 2.910 -0.153
3 N -3.257 2.200 -0.874
4 C -3.076 2.214 -2.229
5 C -1.992 1.431 -2.490
6 N -1.518 0.941 -1.301
7 C -2.295 1.418 -0.337
8 P -2.110 1.014 1.411
9 C -0.304 1.221 1.380
10 N 0.531 0.666 0.489
11 C 1.803 1.088 0.807
12 C 1.726 1.880 1.907
13 N 0.406 1.955 2.254
14 C -0.111 2.691 3.412
15 C -2.079 -0.775 1.192
16 N -1.402 -1.394 0.230
17 C -1.626 -2.739 0.374
18 C -2.447 -2.919 1.444
19 N -2.727 -1.681 1.951
20 C -3.533 -1.427 3.148
21 H -4.933 3.429 -0.881
22 H -3.886 3.639 0.529
23 H -4.937 2.208 0.397
24 H -3.725 2.763 -2.889
25 H -1.534 1.196 -3.435
26 H 2.677 0.782 0.266
27 H 2.494 2.387 2.465
28 H 0.593 3.481 3.657
29 H -0.213 2.026 4.267
30 H -1.072 3.136 3.172
31 H -1.192 -3.469 -0.286
32 H -2.846 -3.820 1.880
33 H -4.290 -2.202 3.225
34 H -4.023 -0.461 3.067
35 H -2.906 -1.451 4.037
36 I 1.656 -5.336 -0.615
37 C 2.646 -3.598 -1.141
38 C 4.058 -3.604 -1.302
39 C 4.748 -2.485 -1.678
40 I 6.813 -2.580 -1.853
41 C 4.044 -1.270 -1.930
42 C 4.601 -0.060 -2.389
43 C 3.796 1.034 -2.599
44 C 2.431 0.952 -2.318
45 N 1.872 -0.167 -1.879
46 C 2.657 -1.284 -1.714
47 C 1.958 -2.437 -1.318
48 O 0.619 -2.266 -1.179
49 H 4.591 -4.528 -1.125
50 H 5.666 -0.001 -2.574
51 H 4.205 1.962 -2.973
52 H 1.779 1.805 -2.453

- total energy (eV) = -62880.296
- net charge = +2
- ΔE to the lowest compared entry with this formula, charge and spin (kcal per mole) = 0.0
- HOMO energy (eV) = -13.1



# 2
The following is a DFT calculation (the ωB97M-V functional and the def2-TZVPD basis) of C21H19N10O3Pt as an isolated structure.

Element x y z (Å)
1 Pt 0.203 -0.018 0.175
2 N 0.630 0.678 2.382
3 C 0.148 -0.357 3.317
4 C 0.249 -1.754 2.728
5 O 0.495 -2.706 3.432
6 N 0.019 -1.821 1.358
7 C 0.445 -2.950 0.741
8 C 2.209 -2.455 -0.128
9 O 2.844 -3.448 -0.258
10 O 2.217 -1.238 -0.279
11 H 1.621 0.836 2.516
12 H 0.151 1.554 2.549
13 H -0.900 -0.162 3.537
14 H 0.696 -0.358 4.257
15 H -0.004 -3.174 -0.222
16 H 0.696 -3.803 1.359
17 N 0.082 5.060 -9.038
18 C 0.121 4.474 -8.051
19 C 0.167 3.738 -6.815
20 C 0.629 2.424 -6.807
21 C 0.667 1.718 -5.616
22 C 0.255 2.321 -4.431
23 C -0.194 3.639 -4.443
24 C -0.246 4.347 -5.632
25 C 0.315 1.576 -3.140
26 C -0.479 0.440 -3.006
27 C -1.397 -0.066 -4.014
28 C -1.876 -1.237 -3.548
29 C -1.260 -1.428 -2.247
30 N -0.456 -0.451 -1.925
31 C 1.228 2.053 -2.187
32 C 2.292 3.002 -2.465
33 C 3.037 3.078 -1.345
34 C 2.396 2.195 -0.381
35 N 1.336 1.611 -0.869
36 H 0.957 1.965 -7.729
37 H 1.036 0.699 -5.605
38 H -0.512 4.110 -3.521
39 H -0.604 5.367 -5.649
40 H -1.628 0.421 -4.948
41 H -2.573 -1.911 -4.022
42 H -1.431 -2.252 -1.568
43 H 2.457 3.494 -3.410
44 H 3.935 3.650 -1.173
45 H 2.728 2.004 0.630
46 N -4.327 1.679 2.847
47 N -3.583 1.320 1.740
48 N -4.142 0.986 0.605
49 C -3.084 0.614 -0.103
50 N -1.955 0.733 0.603
51 N -2.293 1.186 1.794
52 H -5.225 2.005 2.512
53 H -3.838 2.418 3.337
54 H -3.141 0.275 -1.124

- total energy (eV) = -46363.995
- net charge = +1
- ΔE to the lowest compared entry with this formula, charge and spin (kcal per mole) = 9.2
- HOMO energy (alpha / beta) (eV) = -10.2 / -12.2
- multiplicity = 5



# 3
The following is a DFT calculation (the ωB97M-V functional and the def2-TZVPD basis) of one molecule with the formula C21H19N3O3.

Element x y z (Å)
1 C 3.923 -0.697 0.961
2 C 2.435 -0.730 0.728
3 N 1.760 0.249 0.246
4 N 2.305 1.422 -0.142
5 C 1.529 2.422 -0.655
6 O 2.019 3.469 -1.015
7 C 0.075 2.075 -0.733
8 C -0.420 1.428 -1.832
9 C -1.799 1.113 -1.888
10 C -2.389 0.408 -3.040
11 C -1.621 -0.670 -3.763
12 C -1.879 0.632 -4.440
13 N -2.627 1.421 -0.922
14 C -2.168 2.055 0.171
15 C -3.078 2.372 1.201
16 C -2.648 3.014 2.328
17 C -1.299 3.372 2.478
18 C -0.391 3.080 1.498
19 C -0.802 2.417 0.327
20 C 1.696 -1.941 1.072
21 C 2.371 -3.143 1.320
22 C 1.713 -4.296 1.674
23 C 0.324 -4.284 1.808
24 O -0.299 -5.429 2.175
25 C -0.372 -3.116 1.553
26 C 0.286 -1.951 1.170
27 O -0.481 -0.879 0.929
28 H 4.282 0.324 1.080
29 H 4.449 -1.150 0.121
30 H 4.173 -1.244 1.866
31 H 3.309 1.591 -0.094
32 H 0.237 1.164 -2.647
33 H -3.454 0.259 -2.917
34 H -0.621 -0.891 -3.424
35 H -2.169 -1.540 -4.088
36 H -1.059 1.319 -4.578
37 H -2.607 0.665 -5.236
38 H -4.110 2.091 1.065
39 H -3.347 3.256 3.116
40 H -0.983 3.884 3.376
41 H 0.647 3.363 1.605
42 H 3.443 -3.184 1.211
43 H 2.248 -5.214 1.854
44 H -1.251 -5.281 2.229
45 H -1.449 -3.079 1.633
46 H 0.098 -0.150 0.618

- SMILES = C/C(=N\NC(=O)c1cc(C2CC2)nc2ccccc12)c1ccc(O)cc1O
- total energy (eV) = -32697.740
- net charge = 0
- ΔE to the lowest compared entry with this formula, charge and spin (kcal per mole) = 48.8
- HOMO energy (eV) = -8.2



# 4
The following is a DFT calculation (the ωB97M-V functional and the def2-TZVPD basis) of one molecule with the formula C21H19N3O3S.

Element x y z (Å)
1 C -0.914 -3.957 -0.390
2 C -0.950 -2.428 -0.340
3 C 0.406 -1.857 0.049
4 C 0.908 -2.132 1.336
5 C 2.121 -1.642 1.726
6 C 2.904 -0.859 0.852
7 C 4.159 -0.335 1.225
8 C 4.881 0.432 0.353
9 C 4.383 0.708 -0.930
10 C 3.169 0.215 -1.320
11 C 2.400 -0.577 -0.443
12 C 1.138 -1.085 -0.813
13 N -1.459 -1.864 -1.568
14 C -2.462 -0.988 -1.370
15 O -2.999 -0.273 -2.185
16 N -2.795 -1.052 -0.015
17 C -3.899 -0.327 0.574
18 C -3.514 1.124 0.908
19 O -3.614 1.584 2.022
20 N -3.079 1.814 -0.164
21 C -2.470 3.116 -0.023
22 C -0.975 3.037 -0.010
23 C -0.077 3.868 -0.603
24 C 1.265 3.524 -0.319
25 C 1.363 2.434 0.480
26 S -0.177 1.794 0.902
27 C -1.994 -1.927 0.668
28 O -2.103 -2.239 1.822
29 H -0.737 -4.349 0.607
30 H -0.117 -4.290 -1.051
31 H -1.865 -4.340 -0.753
32 H 0.308 -2.709 2.021
33 H 2.496 -1.846 2.718
34 H 4.538 -0.549 2.214
35 H 5.841 0.833 0.645
36 H 4.967 1.316 -1.605
37 H 2.779 0.431 -2.305
38 H 0.769 -0.835 -1.798
39 H -1.021 -1.991 -2.464
40 H -4.737 -0.330 -0.129
41 H -4.173 -0.835 1.501
42 H -3.043 1.362 -1.070
43 H -2.825 3.522 0.932
44 H -2.798 3.771 -0.835
45 H -0.360 4.706 -1.215
46 H 2.114 4.066 -0.694
47 H 2.246 1.959 0.856

- SMILES = C[C@@]1(c2ccc3ccccc3c2)NC(=O)N(CC(=O)NCc2cccs2)C1=O
- total energy (eV) = -43536.053
- net charge = 0
- ΔE to the lowest compared entry with this formula, charge and spin (kcal per mole) = 0.0
- HOMO energy (eV) = -8.5



# 5
The following is a DFT calculation (the ωB97M-V functional and the def2-TZVPD basis) of one molecule with the formula C21H19N3O4S.

Element x y z (Å)
1 C -3.466 3.740 2.038
2 C -3.010 4.020 3.243
3 C -1.590 4.347 3.596
4 N -0.693 4.284 2.452
5 C -0.330 5.476 1.867
6 O -0.717 6.551 2.254
7 N 0.549 5.362 0.812
8 C 1.026 4.207 0.229
9 O 1.792 4.268 -0.707
10 C 0.503 2.956 0.808
11 C 0.865 1.820 0.145
12 C 0.487 0.444 0.287
13 C -0.713 -0.001 0.850
14 C -1.011 -1.345 0.907
15 C -0.118 -2.302 0.423
16 O -0.321 -3.634 0.481
17 C -1.514 -4.128 1.041
18 C 1.086 -1.873 -0.171
19 C 2.033 -2.864 -0.767
20 S 1.951 -2.799 -2.600
21 C 0.880 -4.145 -2.962
22 C 0.407 -4.287 -4.268
23 C -0.423 -5.355 -4.541
24 C -0.750 -6.238 -3.517
25 C -0.216 -6.004 -2.262
26 N 0.581 -4.986 -1.989
27 C 1.353 -0.524 -0.247
28 C -0.269 3.018 2.055
29 O -0.521 2.062 2.757
30 H -4.504 3.514 1.867
31 H -2.831 3.723 1.167
32 H -3.676 4.030 4.095
33 H -1.536 5.361 4.002
34 H -1.232 3.635 4.346
35 H 0.863 6.237 0.407
36 H 1.572 2.005 -0.660
37 H -1.430 0.706 1.230
38 H -1.951 -1.648 1.340
39 H -1.438 -5.212 0.973
40 H -1.616 -3.836 2.091
41 H -2.391 -3.791 0.480
42 H 3.066 -2.633 -0.514
43 H 1.774 -3.886 -0.498
44 H 0.691 -3.573 -5.024
45 H -0.814 -5.501 -5.537
46 H -1.398 -7.081 -3.693
47 H -0.426 -6.659 -1.427
48 H 2.270 -0.205 -0.722

- SMILES = C=CCN1C(=O)NC(=O)/C(=C/c2ccc(OC)c(CSc3ccccn3)c2)C1=O
- total energy (eV) = -45581.339
- net charge = 0
- ΔE to the lowest compared entry with this formula, charge and spin (kcal per mole) = 23.6
- HOMO energy (eV) = -8.3



# 6
The following is a DFT calculation (the ωB97M-V functional and the def2-TZVPD basis) of one molecule with the formula C21H19NO5S.

Element x y z (Å)
1 C 0.439 -1.411 1.734
2 C -0.017 -1.211 0.333
3 C -1.113 -0.555 -0.138
4 C -1.100 -0.657 -1.559
5 C -2.035 -0.088 -2.506
6 O -2.164 -0.456 -3.656
7 C -2.942 1.038 -1.989
8 O -2.375 1.845 -0.968
9 C -1.183 2.392 -1.243
10 O -0.619 2.264 -2.302
11 C -0.641 3.163 -0.098
12 C 0.597 3.777 -0.256
13 C 1.181 4.516 0.765
14 C 0.477 4.612 1.943
15 C -0.768 3.994 2.108
16 C -1.352 3.264 1.106
17 O -1.236 4.253 3.368
18 C -0.258 5.057 3.990
19 O 0.812 5.268 3.091
20 C 0.031 -1.394 -1.895
21 C 0.532 -1.769 -3.239
22 N 0.684 -1.701 -0.746
23 C 1.887 -2.491 -0.647
24 C 1.592 -3.907 -0.260
25 C 2.054 -4.602 0.814
26 C 1.557 -5.924 0.872
27 C 0.720 -6.209 -0.155
28 S 0.523 -4.877 -1.222
29 H 1.415 -0.952 1.900
30 H -0.274 -0.951 2.411
31 H 0.516 -2.472 1.974
32 H -1.861 -0.077 0.461
33 H -3.844 0.602 -1.550
34 H -3.218 1.655 -2.851
35 H 1.099 3.666 -1.204
36 H 2.137 4.995 0.647
37 H -2.311 2.794 1.233
38 H -0.698 6.027 4.271
39 H 0.117 4.553 4.895
40 H 1.520 -1.346 -3.423
41 H -0.158 -1.384 -3.984
42 H 0.588 -2.853 -3.344
43 H 2.550 -2.049 0.103
44 H 2.394 -2.465 -1.615
45 H 2.733 -4.190 1.540
46 H 1.811 -6.623 1.648
47 H 0.199 -7.123 -0.359

- SMILES = Cc1cc(C(=O)COC(=O)c2ccc3c(c2)OCO3)c(C)n1Cc1cccs1
- total energy (eV) = -44647.951
- net charge = 0
- ΔE to the lowest compared entry with this formula, charge and spin (kcal per mole) = 22.3
- HOMO energy (eV) = -8.0



# 7
The following is a DFT calculation (the ωB97M-V functional and the def2-TZVPD basis) of one molecule with the formula C21H19NO5S.

Element x y z (Å)
1 C -0.141 -3.501 1.320
2 O 1.022 -2.779 1.691
3 C 1.689 -1.972 0.856
4 C 2.975 -1.638 1.326
5 C 3.823 -0.834 0.611
6 C 3.420 -0.320 -0.624
7 C 4.350 0.539 -1.386
8 O 5.434 0.888 -0.989
9 O 3.872 0.911 -2.580
10 C 2.144 -0.612 -1.083
11 C 1.280 -1.419 -0.363
12 S -0.345 -1.533 -1.134
13 O -0.396 -0.598 -2.217
14 O -0.700 -2.888 -1.436
15 N -1.331 -0.969 0.129
16 C -2.540 -0.361 -0.251
17 C -3.304 -0.969 -1.239
18 C -4.509 -0.414 -1.627
19 C -4.960 0.748 -1.026
20 C -4.199 1.350 -0.040
21 C -2.983 0.815 0.362
22 C -2.172 1.483 1.444
23 C -0.747 1.759 1.031
24 C 0.310 1.504 1.900
25 C 1.612 1.791 1.529
26 C 1.874 2.329 0.281
27 C 0.831 2.568 -0.598
28 C -0.471 2.289 -0.225
29 H -1.017 -2.852 1.260
30 H -0.015 -4.005 0.362
31 H -0.276 -4.234 2.115
32 H 3.268 -2.055 2.277
33 H 4.809 -0.593 0.979
34 H 4.522 1.468 -3.037
35 H 1.787 -0.202 -2.013
36 H -0.782 -0.376 0.739
37 H -2.931 -1.871 -1.697
38 H -5.092 -0.890 -2.400
39 H -5.899 1.188 -1.326
40 H -4.552 2.259 0.427
41 H -2.651 2.432 1.703
42 H -2.178 0.861 2.345
43 H 0.111 1.088 2.878
44 H 2.422 1.596 2.215
45 H 2.890 2.563 -0.001
46 H 1.031 2.978 -1.576
47 H -1.283 2.477 -0.911

- SMILES = COc1ccc(C(=O)O)cc1S(=O)(=O)Nc1ccccc1Cc1ccccc1
- total energy (eV) = -44648.116
- net charge = 0
- ΔE to the lowest compared entry with this formula, charge and spin (kcal per mole) = 18.5
- HOMO energy (eV) = -8.7



# 8
The following is a DFT calculation (the ωB97M-V functional and the def2-TZVPD basis) of C21H20AlN3O2S2Se2 as an isolated structure.

Element x y z (Å)
1 Al 1.127 -0.134 -0.481
2 N 1.353 0.143 1.608
3 C 2.494 -0.119 2.403
4 C 2.283 -0.451 3.741
5 C 3.328 -0.600 4.629
6 C 4.614 -0.377 4.166
7 C 4.822 -0.093 2.828
8 C 3.793 -0.015 1.874
9 C 4.117 0.111 0.400
10 C 5.485 0.145 0.074
11 C 5.947 0.239 -1.224
12 C 5.026 0.284 -2.256
13 C 3.680 0.210 -1.949
14 C 3.155 0.125 -0.647
15 H 1.167 1.153 1.478
16 H 0.511 -0.253 2.013
17 H 1.258 -0.570 4.075
18 H 3.138 -0.858 5.664
19 H 5.463 -0.434 4.838
20 H 5.845 0.064 2.527
21 H 6.241 0.077 0.840
22 H 7.013 0.263 -1.418
23 H 5.348 0.360 -3.289
24 H 3.003 0.227 -2.790
25 S 0.662 0.007 -3.220
26 C -0.927 0.064 -3.669
27 C -1.150 0.190 -5.098
28 N -1.313 0.286 -6.233
29 C -2.100 0.052 -2.908
30 S -2.111 -0.109 -1.167
31 C -3.374 0.238 -3.484
32 N -4.475 0.394 -3.811
33 O -6.233 0.166 -1.432
34 C -5.713 0.254 -0.123
35 C -4.213 0.014 0.013
36 C -3.822 -0.113 1.484
37 O -4.355 -1.261 2.136
38 C -3.345 1.125 -0.612
39 Se -0.108 2.008 -0.395
40 C -3.622 -1.134 -0.829
41 Se 0.165 -2.237 -0.372
42 H -5.601 0.495 -2.090
43 H -6.277 -0.494 0.448
44 H -5.937 1.234 0.325
45 H -4.127 0.802 2.011
46 H -2.736 -0.193 1.564
47 H -5.264 -1.379 1.849
48 H -2.879 1.866 0.037
49 H -3.819 1.605 -1.468
50 H -4.190 -1.321 -1.739
51 H -3.348 -2.057 -0.322

- total energy (eV) = -189628.650
- net charge = -2
- HOMO energy (eV) = -0.8